(1)
Below is a 8-piece molecular cluster, C8H26O7 overall, with properties calculated with the ωB97M-V functional and the def2-TZVPD basis.

XYZ file:
```
41
Properties=species:S:1:pos:R:3:mulliken_charge:R:1
C 3.5144 1.5972 -0.9246 -0.627
C 3.9095 0.1645 -1.3408 -0.467
C 3.1513 -0.5962 -0.3352 0.719
C 3.4856 -0.8531 1.0088 -1.386
C 1.3385 -0.8869 -2.0583 -1.135
C 1.8361 -1.2744 -0.8714 0.545
C 1.2034 -2.0996 0.1066 -0.075
C 1.2963 -3.4088 -0.1325 -0.723
H 3.7985 1.8541 0.1526 0.294
H 3.8648 2.3131 -1.6446 0.413
H 2.5533 1.7600 -1.2884 -0.117
H 3.5173 -0.0204 -2.4048 0.183
H 4.9185 -0.1797 -1.2065 0.366
H 4.1581 -0.2585 1.6004 0.314
H 2.9002 -1.5173 1.5571 0.482
H 0.3390 -1.2054 -2.2400 0.335
H 1.9157 -0.3745 -2.8188 0.262
H 0.6510 -1.4434 0.9985 0.123
H 1.6704 -3.5257 -1.1540 0.258
H 1.0628 -4.3943 0.3831 0.287
H -2.1079 4.0732 1.4420 0.313
H -1.4410 2.7124 1.2841 0.329
O -2.3463 3.1222 1.5747 -0.638
H -4.4279 -0.1971 1.4853 0.308
H -3.9140 1.2182 1.4094 0.132
O -4.4112 0.6243 1.9282 -0.635
H 0.4850 2.0898 -1.1021 0.239
H 0.0969 0.9624 -0.0399 0.352
O -0.0089 1.9275 -0.3612 -0.578
H -4.7751 1.3412 -0.5795 0.282
H -3.8578 2.2565 0.0252 0.344
O -4.0947 1.8100 -0.7499 -0.543
H -2.8411 -0.7025 -0.8626 0.219
H -2.3353 0.5693 -0.4534 0.219
O -2.8670 -0.1528 -0.1135 -0.377
H -1.6079 0.6141 1.8621 0.244
H -0.0900 0.2229 2.2057 0.302
O -0.8662 0.0311 1.6263 -0.563
H -2.3489 -2.6333 0.7635 0.339
H -4.0921 -2.5090 0.7005 0.307
O -3.2334 -3.0313 0.5681 -0.647
```

Properties
structure (SMILES)	C=CC(=C)C(=C)CC.O.O.O.O.O.O.O
highest occupied orbital energy	-8.94	eV
lowest unoccupied orbital energy	0.177	eV
molecular weight	234.289	g/mol

(2)
Below is C8H27BrN9O5V as an isolated structure, with properties calculated with the ωB97M-V functional and the def2-TZVPD basis.

XYZ file:
```
51
Properties=species:S:1:pos:R:3:mulliken_charge:R:1
V 19.5276 -0.9905 -6.7982 0.398
Br 17.8478 -2.9903 -5.8385 -0.667
C 13.9276 -1.7108 -3.6097 0.605
O 14.0236 -2.7767 -3.1491 -0.545
N 13.0989 -0.6716 -3.2213 -0.415
N 14.6719 -1.2678 -4.5596 -0.275
H 12.4135 -0.7748 -2.4867 0.216
H 13.2596 0.2320 -3.6429 0.121
H 15.3528 -1.8627 -5.0096 0.117
H 14.8292 -0.2722 -4.6247 0.177
C 16.4147 -6.6798 -5.3695 0.823
O 16.2806 -7.8449 -5.0222 -0.760
N 16.9984 -6.2779 -6.4656 -0.279
N 15.9934 -5.7117 -4.7002 -0.037
H 17.5913 -6.8893 -7.0084 0.245
H 17.1448 -5.2790 -6.4931 0.053
H 15.3437 -5.8736 -3.9440 0.143
H 16.3208 -4.7775 -4.9009 -0.096
C 16.8978 -1.1106 -8.9864 0.648
O 17.9219 -1.1793 -8.4241 -0.504
N 15.9777 -1.9660 -8.7502 -0.307
N 16.4946 -0.2502 -9.8421 -0.424
H 16.2275 -2.7198 -8.1261 0.116
H 15.0316 -1.9455 -9.1033 0.175
H 15.5909 -0.3604 -10.2794 0.176
H 17.1649 0.5023 -9.9082 0.237
C 20.0069 -6.7407 -6.1210 0.702
O 19.8112 -6.6585 -7.2816 -0.681
N 19.9619 -7.8949 -5.4945 -0.385
N 20.1422 -5.7748 -5.2905 -0.368
H 19.7385 -8.7570 -5.9709 0.226
H 19.8920 -7.7752 -4.4941 0.142
H 20.0131 -5.8911 -4.2955 0.183
H 20.0184 -4.8631 -5.7071 0.158
C 17.7244 -1.4930 -1.9966 -1.095
C 18.1855 -2.8175 -1.3678 0.398
C 17.1215 -3.7683 -0.9425 -0.389
O 16.5203 -3.3178 0.2679 -0.362
C 15.3803 -4.0223 0.8412 -0.728
N 18.9563 -3.4051 -2.4608 -0.594
H 17.0796 -0.8150 -1.4374 0.335
H 17.1040 -1.7487 -2.8556 0.155
H 18.6065 -0.9573 -2.3474 0.355
H 18.9005 -2.5693 -0.5834 0.289
H 17.5470 -4.7519 -0.7437 0.380
H 16.3228 -3.8845 -1.6751 0.060
H 15.1930 -3.5154 1.7879 0.260
H 15.5678 -5.0655 1.0954 0.305
H 14.4769 -3.9924 0.2320 0.268
H 18.4128 -3.5305 -3.3028 0.183
H 19.7105 -2.8139 -2.7798 0.260
```

Properties
<S²>	6.00
highest occupied orbital energy (alpha / beta)	-7.75 / -8.56	eV
spin multiplicity	5
lowest unoccupied orbital energy (alpha / beta)	-0.969 / -0.852	eV
molecular weight	460.210	g/mol

(3)
Below is C8H27CdNO7 as an isolated structure, with properties calculated with the ωB97M-V functional and the def2-TZVPD basis.

XYZ file:
```
44
Properties=species:S:1:pos:R:3:mulliken_charge:R:1
Cd -2.6526 -28.9590 -9.7430 1.809
C -2.7442 -31.2466 -12.3258 -0.975
O -2.6749 -30.5713 -11.1403 -0.679
H -3.0560 -32.2997 -12.2071 0.276
H -3.4767 -30.8021 -13.0409 0.183
H -1.7783 -31.2578 -12.8741 0.263
C -3.1578 -26.5613 -7.5002 -0.889
O -2.4319 -27.2618 -8.4390 -0.842
H -3.8420 -25.8224 -7.9586 0.209
H -3.8089 -27.2168 -6.8831 0.252
H -2.5003 -26.0340 -6.7921 0.247
C 0.4417 -29.2087 -10.7016 -0.743
O -0.6299 -28.2695 -10.7447 -0.168
C -0.9741 -27.9230 -12.0640 -0.792
C -2.2221 -27.0562 -12.1330 -0.812
N -3.3822 -27.6033 -11.4448 0.457
C -4.4491 -26.5977 -11.3281 -0.747
C -5.7946 -27.2272 -10.9601 -0.606
O -5.9593 -28.5720 -11.3552 -0.352
C -6.1448 -28.7419 -12.7517 -0.812
H 0.1059 -30.1262 -11.1936 0.220
H 0.6174 -29.3690 -9.6444 0.215
H 1.2910 -28.7880 -11.2409 0.357
H -1.1804 -28.8378 -12.6463 0.300
H -0.1669 -27.4148 -12.6073 0.458
H -2.4076 -26.8496 -13.1985 0.388
H -1.9911 -26.0811 -11.6924 0.451
H -3.7579 -28.3976 -11.9563 0.026
H -4.5334 -26.0623 -12.2823 0.368
H -4.1852 -25.9223 -10.5143 0.269
H -6.6135 -26.6270 -11.3789 0.425
H -5.9124 -27.2183 -9.8743 0.217
H -5.3408 -28.2825 -13.3331 0.338
H -7.1196 -28.3430 -13.0449 0.333
H -6.1173 -29.8169 -12.9125 0.240
O -4.5373 -29.6581 -8.7895 -0.371
H -5.4164 -29.2922 -8.9127 0.195
H -4.5908 -30.2275 -8.0188 0.232
O -1.5370 -30.5490 -8.3709 -0.486
H -1.6508 -31.4765 -8.5952 0.250
H -1.4485 -30.4966 -7.4157 0.264
O 0.0671 -27.8254 -7.6168 -0.663
H 0.5002 -26.9726 -7.6890 0.282
H -0.8734 -27.6435 -7.8820 0.414
```

Properties
highest occupied orbital energy	-7.67	eV
lowest unoccupied orbital energy	0.231	eV
molecular weight	361.716	g/mol

(4)
Below is a 6-piece molecular cluster, C8H27FN9O5 overall, with properties calculated with the ωB97M-V functional and the def2-TZVPD basis.

XYZ file:
```
50
Properties=species:S:1:pos:R:3:mulliken_charge:R:1
F -0.4276 0.6284 0.3365 -0.874
C 2.2065 -1.0450 1.8934 0.317
O 3.2432 -1.5225 2.3609 -0.758
N 2.2349 -0.0225 1.0045 -0.243
N 0.9336 -1.2917 2.2349 -0.185
H 3.1615 0.2794 0.7633 0.169
H 1.3811 0.4613 0.7542 0.139
H 0.3434 -0.6838 1.6686 0.221
H 0.5798 -1.9930 2.8543 0.218
C -2.8657 0.1392 3.0280 0.447
O -3.4635 -0.3452 3.9957 -0.724
N -2.1777 -0.5879 2.1535 -0.341
N -2.8841 1.4695 2.7538 -0.292
H -1.7308 -0.0307 1.4286 0.327
H -1.6548 -1.3064 2.6263 0.184
H -3.4376 2.1200 3.2790 0.164
H -2.3883 1.8150 1.9421 0.386
C 1.1554 3.6065 -0.7323 0.630
O 1.1864 2.6812 -1.5194 -0.557
N 1.6040 4.8557 -1.0236 -0.449
N 0.7885 3.4901 0.5671 -0.365
H 1.7082 5.5164 -0.2757 0.123
H 1.9790 5.1135 -1.9168 0.219
H 1.0797 4.1955 1.2207 0.160
H 0.6303 2.5816 0.9797 0.269
C -2.5902 3.2722 -0.9346 0.500
O -2.3801 2.4532 -1.8067 -0.587
N -2.1486 3.1823 0.3403 -0.375
N -3.3731 4.3861 -1.0876 -0.408
H -1.3245 2.5792 0.3868 0.092
H -2.3257 3.8398 1.0742 0.167
H -3.8386 4.5393 -1.9639 0.226
H -3.4722 4.9882 -0.2951 0.140
C 0.9575 -4.1425 0.3946 -1.472
C 0.9578 -3.0997 -0.7041 1.017
C 1.4485 -3.6759 -2.0210 -1.088
O 1.3461 -2.7287 -3.0637 -0.206
C 1.8456 -3.1788 -4.2945 -0.790
N -0.4158 -2.5786 -0.9542 -0.542
H 0.5724 -3.8848 1.3802 0.248
H 1.9558 -4.5695 0.5465 0.407
H 0.4242 -5.0865 0.2277 0.426
H 1.5847 -2.2276 -0.5135 0.078
H 0.9105 -4.6166 -2.1845 0.379
H 2.4926 -3.9096 -1.7779 0.355
H 1.8373 -2.3969 -5.0520 0.231
H 1.2157 -4.0062 -4.6389 0.301
H 2.8796 -3.5229 -4.1833 0.311
H -0.9854 -3.3757 -1.2307 0.288
H -0.7595 -2.3646 -0.0215 0.118
```

Properties
highest occupied orbital energy	-6.12	eV
total charge	-1
lowest unoccupied orbital energy	2.702	eV
molecular weight	348.360	g/mol

(5)
Below is C8H27MnO8 as an isolated structure, with properties calculated with the ωB97M-V functional and the def2-TZVPD basis.

XYZ file:
```
44
Properties=species:S:1:pos:R:3:mulliken_charge:R:1
Mn 27.2248 17.5843 -13.2937 1.093
C 23.9328 18.3829 -15.3894 -0.753
C 25.1103 17.9962 -14.5593 1.331
O 25.9730 17.1603 -14.9907 -0.825
O 25.2585 18.3643 -13.3444 -0.750
H 23.3910 17.5436 -15.8307 0.365
H 24.2089 19.0562 -16.1968 0.375
H 23.1645 18.8034 -14.7378 0.125
C 23.7127 20.9087 -12.0659 -0.140
O 23.0913 22.1678 -12.2533 -0.533
H 22.9105 20.1841 -11.8960 0.057
H 24.1718 20.6914 -13.0265 0.028
H 24.4524 20.8457 -11.2651 0.283
H 22.6470 22.4987 -11.4701 0.306
C 23.4045 14.0683 -16.1874 -0.351
O 22.0429 13.9377 -16.5969 -0.521
H 24.0462 14.2067 -17.0613 0.239
H 23.4174 14.9806 -15.5845 -0.038
H 23.7523 13.2577 -15.5428 0.348
H 21.9632 13.0703 -17.0120 0.307
C 21.8089 17.4927 -12.3164 -0.374
O 21.4278 17.7068 -10.9602 -0.550
H 21.2447 16.6636 -12.7647 0.338
H 21.6052 18.3993 -12.8890 0.132
H 22.8443 17.1431 -12.3383 0.110
H 20.8118 18.4414 -10.9301 0.329
C 24.2575 17.9494 -19.5153 -0.431
O 24.7310 16.6429 -19.6814 -0.515
H 23.6065 18.0561 -18.6339 0.059
H 25.0590 18.6988 -19.4217 0.248
H 23.6474 18.2672 -20.3613 0.321
H 25.3262 16.4420 -18.9345 0.387
C 27.3656 15.1938 -17.3966 -0.566
O 26.8317 16.4723 -17.7032 -0.530
H 28.0714 15.2333 -16.5561 0.247
H 26.5723 14.5057 -17.0997 0.176
H 27.9460 14.7831 -18.2167 0.296
H 26.5846 16.8359 -16.8391 0.374
C 20.9610 19.6985 -16.9881 -0.378
O 20.3379 20.8531 -17.5136 -0.527
H 20.6395 19.5094 -15.9573 0.212
H 20.6465 18.8533 -17.6016 0.276
H 22.0547 19.7409 -17.0605 0.128
H 20.5557 21.6101 -16.9619 0.291
```

Properties
<S²>	8.75
highest occupied orbital energy (alpha / beta)	-11.92 / -11.92	eV
total charge	+1
spin multiplicity	6
lowest unoccupied orbital energy (alpha / beta)	-7.506 / -7.523	eV
molecular weight	306.234	g/mol